Entry 1:
{"formula": "C2H8NO2", "method": "ωB97M-V with the def2-TZVPD basis set", "symbols": ["C", "N", "C", "O", "H", "H", "H", "H", "H", "H", "H", "H", "O"], "coordinates": [[0.918916, -1.144551, -0.174792], [0.543650, 0.223112, 0.160630], [-0.850742, 0.222904, 1.264587], [-0.903621, -0.769373, 2.153185], [0.520977, -1.586566, -1.140069], [0.458566, -1.744315, 0.640642], [1.982838, -1.396279, -0.068043], [1.285275, 0.507552, 0.807647], [-1.657831, 0.059774, 0.471411], [-0.820619, 1.187324, 1.703432], [0.075869, 1.093985, -1.626557], [-1.171601, 1.711577, -1.865421], [-0.381682, 1.634856, -2.326647]], "forces_ev_per_angstrom": [[-1.1, -1.5, 0.8], [-0.4, 0.5, 0.6], [-0.3, -4.0, -0.8], [0.7, 1.3, -1.1], [0.4, 0.9, 0.8], [0.0, -0.3, -0.3], [0.0, 0.5, -0.4], [-0.3, 0.3, -0.2], [0.6, 0.8, 0.4], [0.3, 1.5, 0.0], [0.4, 0.3, -0.2], [-2.7, 0.6, 1.0], [2.4, -0.9, -0.5]], "nbo_charge": [-0.460, -0.798, 0.154, -0.891, 0.159, 0.213, 0.164, 0.328, 0.063, 0.099, 0.508, 0.451, -0.991], "homo_lumo_gap_ha": 0.2803, "largest_force_ev_per_a": 4.122, "homo_ev": -3.1077, "total_energy_ev": -7787.9727, "lumo_energy_ev": 4.52, "charge": -1}


Entry 2:
{"formula": "C28H46Br10N2O2", "method": "ωB97M-V with the def2-TZVPD basis set", "symbols": ["C", "C", "C", "N", "C", "C", "H", "H", "H", "H", "H", "C", "C", "C", "N", "C", "C", "H", "H", "H", "H", "H", "C", "C", "C", "O", "C", "H", "H", "H", "H", "H", "H", "H", "H", "C", "C", "C", "O", "C", "H", "H", "H", "H", "H", "H", "H", "H", "Br", "C", "C", "Br", "H", "H", "H", "H", "Br", "C", "C", "Br", "H", "H", "H", "H", "Br", "C", "C", "Br", "H", "H", "H", "H", "Br", "C", "C", "Br", "H", "H", "H", "H", "Br", "C", "C", "Br", "H", "H", "H", "H"], "coordinates": [[36.988250, 28.133810, -10.990930], [36.184390, 28.315570, -9.864410], [36.554580, 29.248480, -8.893970], [37.632010, 30.050210, -8.956210], [38.333670, 29.937610, -10.127960], [38.052150, 29.061060, -11.166130], [36.709660, 27.424940, -11.756620], [35.269920, 27.756890, -9.730220], [35.857460, 29.241220, -8.069120], [39.126190, 30.671300, -10.128970], [38.680770, 29.073560, -12.044240], [29.827980, 23.391970, -2.208440], [28.861060, 23.046110, -3.169430], [29.005330, 23.509080, -4.496180], [30.051850, 24.241130, -4.878530], [31.017170, 24.529900, -3.990220], [30.947320, 24.154850, -2.667290], [29.576860, 23.027430, -1.223330], [28.057670, 22.360570, -2.943610], [28.222940, 23.152370, -5.149650], [31.867910, 25.079990, -4.364460], [31.682500, 24.490230, -1.950750], [28.175930, 21.324720, -10.277380], [28.532070, 22.105690, -11.562070], [27.518100, 21.637160, -12.554960], [27.283130, 20.298850, -12.113990], [27.289350, 20.138240, -10.703930], [27.496110, 21.865420, -9.618910], [29.029590, 20.917170, -9.735830], [29.493200, 21.798680, -11.974460], [28.651510, 23.185710, -11.476130], [27.838610, 21.617510, -13.596590], [26.539850, 22.113040, -12.486750], [27.683720, 19.240250, -10.228340], [26.297630, 20.242210, -10.263720], [31.800550, 24.536630, -12.701610], [33.265950, 25.008140, -12.842990], [33.219290, 26.471900, -12.487160], [32.082520, 26.654980, -11.777200], [31.158470, 25.893610, -12.519050], [31.683560, 23.852680, -11.861000], [31.484380, 23.930170, -13.550340], [33.692010, 24.834000, -13.831040], [33.839650, 24.598240, -12.011750], [33.174240, 27.126450, -13.357580], [34.047330, 26.860490, -11.894320], [30.787850, 26.286130, -13.465970], [30.336510, 25.641100, -11.849170], [36.678750, 24.942300, -9.581680], [36.581130, 24.770280, -7.606790], [37.859080, 24.143170, -7.004030], [37.599020, 23.644710, -5.146310], [35.741990, 24.094810, -7.440420], [36.271840, 25.743050, -7.224490], [38.747360, 24.757330, -7.151880], [38.062570, 23.258560, -7.607490], [30.272570, 30.279140, -4.397290], [32.047070, 30.578710, -5.293820], [32.757880, 29.294310, -5.914550], [32.855710, 27.666690, -4.704020], [32.692080, 30.975490, -4.509840], [31.829090, 31.248350, -6.125790], [33.825960, 29.468700, -6.044560], [32.397080, 28.983710, -6.895080], [30.998830, 18.164780, -6.729110], [32.320080, 19.663110, -6.515560], [32.867200, 20.020680, -7.909040], [34.236460, 21.487350, -7.641200], [33.133490, 19.317490, -5.877590], [31.862770, 20.548850, -6.074600], [32.070360, 20.452240, -8.514780], [33.336480, 19.221330, -8.482550], [26.531930, 25.003060, -11.792430], [25.910360, 24.705920, -9.868110], [26.969530, 24.975750, -8.861410], [26.203180, 24.657540, -7.092930], [25.707010, 23.648950, -9.696190], [25.005240, 25.273960, -9.653210], [27.313050, 26.002880, -8.738510], [27.871590, 24.396800, -9.059430], [33.082220, 26.990690, -8.239960], [32.406770, 25.170340, -8.726210], [31.163650, 24.754070, -7.951840], [30.613530, 22.910860, -8.499660], [33.192920, 24.415590, -8.705730], [32.253530, 25.242670, -9.802960], [30.310930, 25.385180, -8.202150], [31.518670, 24.844950, -6.925290]], "forces_ev_per_angstrom": [[0.2, 1.8, 0.2], [0.8, 0.1, -0.7], [0.1, -0.4, -0.6], [-0.7, -1.1, -1.2], [-0.7, 0.6, 1.5], [-0.6, -0.9, 0.7], [0.2, -0.1, -0.1], [0.1, -0.1, 0.0], [0.3, 0.7, 0.6], [0.3, -0.2, -0.6], [0.0, -0.1, -0.1], [-0.5, 0.3, -2.0], [1.3, 0.5, -0.3], [0.6, -0.5, 1.9], [-0.3, -0.3, -0.5], [-0.9, -0.4, -0.1], [-1.3, -0.7, 1.5], [0.8, 0.3, 0.4], [-0.2, 0.2, 0.2], [0.2, 0.6, -0.8], [0.0, 0.1, 0.0], [0.2, -0.1, -0.1], [-0.5, 0.0, 0.5], [1.0, 0.2, 0.2], [-1.2, -0.8, 1.0], [-0.3, -2.6, -1.0], [0.6, 2.0, -0.2], [0.7, 0.7, 0.3], [0.1, 0.5, 0.1], [0.2, -0.3, 0.3], [-0.4, 0.0, 0.3], [0.1, -0.1, 0.1], [0.1, 0.7, -0.1], [0.2, -0.6, -1.2], [-0.4, 0.1, -0.3], [1.4, -0.2, -0.8], [0.7, -0.7, 0.6], [2.1, 1.3, -1.1], [-2.4, 0.2, 0.6], [-2.3, -1.9, 1.7], [-0.1, 0.4, 0.3], [-0.2, 0.4, -0.3], [0.2, -0.2, 0.3], [0.4, -0.7, -0.5], [0.1, 0.0, -0.6], [0.3, -0.3, 0.1], [0.3, 0.6, 0.0], [-0.6, 1.0, -0.1], [0.2, -0.3, 0.7], [-0.2, -0.3, 0.3], [-0.4, 0.3, -1.5], [0.1, 0.2, -0.4], [0.1, 0.0, -0.1], [0.4, 0.0, 0.0], [-0.2, 0.3, 0.5], [-0.1, -0.3, 0.5], [1.1, 0.0, -0.7], [0.2, -2.0, -0.2], [-0.2, 0.3, 1.1], [-0.3, 1.3, -0.6], [-0.3, 0.2, -0.3], [0.2, 0.1, 0.3], [-0.1, 0.5, 0.1], [-0.6, 0.0, 0.5], [0.7, 1.0, 0.2], [0.6, -0.3, -0.9], [-0.3, 0.6, 0.5], [-0.7, -0.8, -0.2], [-0.3, -0.2, 0.0], [-0.3, -0.4, 0.0], [0.2, 0.1, 0.0], [0.1, 0.1, 0.5], [-0.6, 0.1, 1.7], [-0.1, -0.4, -0.3], [1.2, 1.2, 0.3], [0.2, -0.4, -0.1], [-0.3, -0.1, -0.9], [0.2, 0.1, -0.5], [-0.3, 0.1, -0.5], [-0.2, -0.4, 0.4], [-0.4, -1.5, -0.3], [0.0, -0.3, -1.8], [1.2, 0.5, -0.4], [0.4, 1.1, 0.5], [0.3, 0.3, 0.9], [-0.4, 0.4, 0.1], [0.1, -0.1, 0.4], [-1.1, -0.7, 0.3]], "mulliken_charge": [-0.305, 0.424, -0.131, -0.578, -0.242, -0.607, 0.425, -0.160, 0.322, 0.396, 0.374, -0.209, -0.636, -0.050, -0.131, -0.037, -0.769, 0.380, 0.383, 0.338, 0.270, 0.367, -0.006, 0.338, -0.419, -0.460, -0.569, -0.087, 0.076, 0.125, -0.207, 0.296, 0.252, 0.356, 0.268, -0.308, -0.504, 0.086, -0.365, -0.502, 0.044, 0.485, 0.329, 0.224, 0.391, -0.361, 0.422, 0.118, -0.139, -0.337, -0.650, -0.163, -0.010, 0.448, 0.433, 0.372, -0.158, -0.596, -0.462, -0.032, 0.356, 0.396, 0.262, 0.206, -0.182, -0.487, -0.290, -0.130, 0.417, 0.292, -0.046, 0.443, -0.212, -0.568, -0.350, -0.143, 0.336, 0.468, 0.491, -0.032, -0.031, 0.199, -0.025, -0.104, 0.267, -0.489, 0.322, 0.082], "smiles": "c1ccncc1.c1ccncc1.C1CCOC1.C1CCOC1.BrCCBr.BrCCBr.BrCCBr.BrCCBr.BrCCBr", "homo_lumo_gap_ha": 0.3590, "largest_force_ev_per_a": 3.380, "homo_ev": -9.5501, "total_energy_ev": -737279.1045, "lumo_energy_ev": 0.22, "charge": 0}